1.
Here is a structure of composition C4H8N2O at a distorted geometry from OMol25. Energies are from ωB97M-V with the def2-TZVPD basis set.

Results
Gap between HOMO and LUMO ... 10.35 eV
LUMO level ... 0.8 eV
Total energy ... -341.82268 Ha
ΔE to the lowest compared entry with this formula, charge and spin ... 475.1 kJ/mol
Charge ... 0
E_HOMO ... -0.3516 Eh

Atoms and positions in Å:
C -0.5361 -0.6811 0.7336
C -1.3376 0.1013 -0.3135
C 1.5662 -0.1377 -0.7591
C 0.9844 -0.7599 0.4516
N -1.2195 1.5653 -0.3504
N 2.3163 0.7071 -0.0867
O 1.8155 0.2638 1.0966
H -0.7841 -0.1649 1.6942
H -0.8295 -1.6750 0.6617
H -1.2846 -0.4527 -1.2908
H -2.3277 -0.0770 0.0700
H 1.5850 -0.3971 -1.7720
H -0.5109 1.7217 0.4866
H 1.2961 -1.8248 0.6123
H -0.7336 1.8110 -1.2341

Atom charges from the Löwdin analysis, given in e for atoms 1 to 8: -0.140, -0.331, -0.103, -0.260, -0.011, 0.086, -0.106, 0.139

2.
Here is a cluster of 2 separate species, C4H8N2O in total at a distorted geometry from OMol25. Energies are from ωB97M-V with the def2-TZVPD basis set.

Results
Gap between HOMO and LUMO ... 9.47 eV
LUMO level ... 0.1 eV
SMILES ... CC(=O)C#N.CN
Total energy ... -341.92753 Ha
ΔE to the lowest compared entry with this formula, charge and spin ... 199.9 kJ/mol
Charge ... 0
E_HOMO ... -0.3458 Eh

Atoms and positions in Å:
C -2.6090 0.0195 -0.5277
C -1.3752 0.8538 -0.3377
O -0.8796 1.5659 -1.1723
C -0.8268 0.8032 1.0463
N -0.4785 0.7770 2.1496
H -3.4168 0.4610 0.0679
H -2.8891 0.0143 -1.5819
H -2.4481 -0.9985 -0.1600
C 2.3338 -0.9655 0.3385
N 1.5283 0.0587 -0.3148
H 2.3111 -1.8778 -0.2656
H 1.8863 -1.1985 1.3106
H 3.3880 -0.6942 0.5034
H 1.8700 0.2471 -1.2519
H 1.6055 0.9338 0.1954

Atom charges from the Löwdin analysis, given in e for atoms 1 to 8: -0.011, -0.458, 0.103, -0.156, 0.175, 0.099, 0.090, 0.095

3.
Here is a structure of composition C4H8N2O at a distorted geometry from OMol25. Energies are from ωB97M-V with the def2-TZVPD basis set.

Results
Gap between HOMO and LUMO (spin up / spin down) ... 6.46 / 6.46 eV
LUMO level (spin up / spin down) ... -0.3 / -0.3 eV
Total energy ... -341.76750 Ha
ΔE to the lowest compared entry with this formula, charge and spin ... 620.0 kJ/mol
Charge ... 0
E_HOMO (spin up / spin down) ... -0.2488 / -0.2489 Eh

Atoms and positions in Å:
C 0.6944 1.6391 -0.5510
C 0.2902 0.3182 -1.0361
C -0.2258 -0.4055 0.2759
N 0.3096 -1.7039 0.3728
C -1.5857 -0.2538 0.6053
O 0.5611 0.9065 1.1191
N 0.6380 -0.2235 -2.1340
H 0.2360 0.8698 2.0417
H -0.0156 -2.2006 1.1922
H 1.3175 -1.7214 0.2784
H 0.4220 -1.2250 -2.0922
H -0.0684 2.4014 -0.4410
H 1.7147 1.9603 -0.7260
H -2.0299 0.7331 0.5901
H -2.2582 -1.0946 0.5046

Atom charges from the Löwdin analysis, given in e for atoms 1 to 8: 0.144, -0.343, -0.518, 0.095, -0.014, -0.130, 0.142, 0.102

4.
Here is an isolated molecule of C4H8N2O at a distorted geometry from OMol25. Energies are from ωB97M-V with the def2-TZVPD basis set.

Results
Gap between HOMO and LUMO ... 10.66 eV
LUMO level ... 0.9 eV
SMILES ... [H]/N=C1\OCC[C@@H]1N
Total energy ... -341.94868 Ha
ΔE to the lowest compared entry with this formula, charge and spin ... 144.3 kJ/mol
Charge ... 0
E_HOMO ... -0.3588 Eh

Atoms and positions in Å:
H 0.2031 2.5939 1.1228
N -0.5916 1.8982 1.2204
C -0.0046 0.9288 0.6789
O 1.3026 1.0683 0.2123
C 1.5666 -0.0260 -0.6346
C 0.3534 -0.8974 -0.7406
C -0.5497 -0.4295 0.3733
N -1.9311 -0.3333 -0.0223
H 1.8780 0.3836 -1.5885
H 2.4021 -0.5767 -0.2205
H -0.1230 -0.7515 -1.7070
H 0.6361 -1.9452 -0.6577
H -0.3795 -1.0605 1.2586
H -2.3739 -1.2264 0.1592
H -2.3887 0.3739 0.5456

Atom charges from the Löwdin analysis, given in e for atoms 1 to 8: 0.096, 0.163, -0.414, -0.020, -0.196, -0.125, -0.349, 0.057

5.
Here is a cluster of 2 separate species, C4H8N2O in total at a distorted geometry from OMol25. Energies are from ωB97M-V with the def2-TZVPD basis set.

Results
Gap between HOMO and LUMO ... 8.66 eV
LUMO level ... 0.8 eV
Total energy ... -341.80675 Ha
ΔE to the lowest compared entry with this formula, charge and spin ... 516.9 kJ/mol
Charge ... 0
E_HOMO ... -0.2880 Eh

Atoms and positions in Å:
C 2.7038 0.0353 0.3184
C 2.4201 0.4664 -0.8671
C -1.9158 -1.1313 -0.6308
C -0.9672 1.1755 0.8510
N -0.8543 -1.0129 0.0319
N -0.3647 -0.1407 0.8462
O 2.9325 -0.5029 1.3333
H 3.0305 0.2020 -1.6832
H 1.4276 0.7169 -1.1505
H -2.6880 -0.4833 -0.6954
H -1.9997 -1.9972 -1.1970
H -0.1800 1.8721 1.1371
H -1.3771 1.5475 -0.1906
H -1.7963 1.1589 1.6150
H -0.3712 -1.9064 0.2817

Atom charges from the Löwdin analysis, given in e for atoms 1 to 8: -0.286, -0.009, -0.011, -0.164, -0.164, -0.098, 0.147, 0.045

6.
Here is an isolated molecule of C4H8N2O at a distorted geometry from OMol25. Energies are from ωB97M-V with the def2-TZVPD basis set.

Results
Gap between HOMO and LUMO ... 10.66 eV
LUMO level ... 0.6 eV
SMILES ... N#C[C@@H](N)CCO
Total energy ... -341.94373 Ha
ΔE to the lowest compared entry with this formula, charge and spin ... 157.3 kJ/mol
Charge ... 0
E_HOMO ... -0.3706 Eh

Atoms and positions in Å:
N -0.0536 -2.3527 2.4022
C 0.1572 -1.4740 1.6801
C 0.3806 -0.3288 0.7758
N 1.8165 -0.0743 0.6663
C -0.2166 -0.6031 -0.6256
C -1.1168 0.5328 -1.0721
O -0.3472 1.7239 -1.0349
H -0.1710 0.5179 1.2186
H 1.9356 0.7352 0.0607
H 2.1948 0.1759 1.5769
H -0.7829 -1.5391 -0.6414
H 0.6185 -0.7210 -1.3258
H -1.9810 0.6005 -0.3913
H -1.5015 0.3351 -2.0837
H -0.9325 2.4716 -1.2058

Atom charges from the Löwdin analysis, given in e for atoms 1 to 8: 0.145, -0.183, -0.397, 0.043, -0.142, -0.273, -0.070, 0.140

7.
Here is an isolated molecule of C4H8N2O from OMol25. Energies are from ωB97M-V with the def2-TZVPD basis set.

Results
Gap between HOMO and LUMO ... 9.99 eV
LUMO level ... 0.9 eV
SMILES ... NC(=O)CN1CC1
Total energy ... -341.92724 Ha
ΔE to the lowest compared entry with this formula, charge and spin ... 200.6 kJ/mol
Charge ... 0
E_HOMO ... -0.3346 Eh

Atoms and positions in Å:
N 0.5160 -0.1177 -1.7076
C -0.8159 -0.2888 -1.4523
O -1.6324 -0.4234 -2.3455
C -1.2892 -0.2744 0.0039
N -0.4383 0.0468 1.1281
C 0.5576 1.0802 1.1962
C 0.9166 -0.3631 1.3701
H 0.7954 -0.2392 -2.6685
H 1.2168 -0.2688 -1.0042
H -2.1309 0.4263 0.0224
H -1.7268 -1.2615 0.1932
H 0.9096 1.5595 0.2815
H 0.4822 1.7501 2.0503
H 1.5302 -0.8192 0.5878
H 1.1090 -0.8070 2.3445

Atom charges from the Löwdin analysis, given in e for atoms 1 to 8: 0.168, -0.520, 0.043, -0.103, -0.120, -0.137, -0.147, 0.112

8.
Here is an isolated molecule of C4H8N2O at a distorted geometry from OMol25. Energies are from ωB97M-V with the def2-TZVPD basis set.

Results
Gap between HOMO and LUMO ... 10.81 eV
LUMO level ... 0.9 eV
SMILES ... CN[C@H](C#N)CO
Total energy ... -341.91308 Ha
ΔE to the lowest compared entry with this formula, charge and spin ... 237.8 kJ/mol
Charge ... 0
E_HOMO ... -0.3648 Eh

Atoms and positions in Å:
C 2.0089 0.5440 -0.5509
N 0.8302 -0.2782 -0.7821
C -0.3940 0.3046 -0.2979
C -0.4609 0.7185 1.1472
N -0.8509 0.9349 2.2187
C -1.5349 -0.7493 -0.2503
O -1.4793 -1.3576 1.0265
H 2.1670 0.7852 0.5139
H 2.8944 0.0268 -0.9314
H 1.9114 1.4858 -1.1037
H 0.9442 -1.1960 -0.3614
H -0.6105 1.2124 -0.8774
H -1.3452 -1.5050 -1.0280
H -2.5112 -0.2865 -0.4591
H -1.5692 -0.6397 1.7357

Atom charges from the Löwdin analysis, given in e for atoms 1 to 8: -0.121, -0.089, -0.314, -0.165, 0.174, -0.207, -0.112, 0.080